{"formula": "C33H50Br3F24O6P", "method": "ωB97M-V/def2-TZVPD", "charge": 0, "relative_energy_kj_mol": 511.53, "gap_ev": 6.40, "max_force_ev_per_a": 4.80, "total_energy_ha": -12198.910960, "species": ["Br", "Br", "Br", "P", "F", "F", "F", "F", "F", "F", "F", "F", "F", "F", "F", "F", "F", "F", "F", "F", "F", "F", "F", "F", "F", "F", "F", "F", "O", "O", "O", "O", "O", "O", "C", "C", "C", "C", "C", "C", "C", "C", "C", "C", "C", "C", "C", "C", "C", "C", "C", "C", "C", "C", "C", "C", "C", "C", "C", "C", "C", "C", "C", "C", "C", "C", "C", "H", "H", "H", "H", "H", "H", "H", "H", "H", "H", "H", "H", "H", "H", "H", "H", "H", "H", "H", "H", "H", "H", "H", "H", "H", "H", "H", "H", "H", "H", "H", "H", "H", "H", "H", "H", "H", "H", "H", "H", "H", "H", "H", "H", "H", "H", "H", "H", "H", "H"], "positions_angstrom": [[2.272, 5.846, 2.641], [0.815, 8.834, 3.014], [2.569, 8.338, 0.363], [2.189, -3.751, 2.389], [2.441, -2.757, -7.402], [1.992, -3.075, -5.322], [-3.204, 5.664, 4.901], [-1.320, -3.553, -4.605], [3.496, -0.554, -6.315], [-4.360, 8.612, -3.899], [-4.014, 7.166, -2.467], [-1.794, 8.905, -2.518], [-6.710, 1.698, 1.124], [-3.688, -2.011, -3.891], [-7.049, 2.952, 3.403], [-4.026, 5.055, 6.710], [-1.596, 3.770, 6.424], [1.551, 0.018, -6.945], [-1.721, 8.754, -4.621], [-1.991, 4.767, -8.670], [-3.980, 4.904, -6.906], [-2.435, -2.761, -6.306], [-2.006, 4.544, -5.944], [-6.317, 3.824, 0.807], [-3.117, 2.285, 6.015], [-5.343, 1.656, 3.466], [-0.986, 6.553, -7.721], [-2.665, -0.217, -4.739], [-3.003, 6.606, -5.780], [-0.438, -1.783, -5.615], [-0.538, 1.365, -1.047], [-1.172, 3.339, -0.383], [-0.858, 1.614, 1.067], [-4.914, 4.248, 4.855], [-2.585, 3.413, 5.579], [-1.692, -2.402, -5.237], [-0.879, 2.153, -0.059], [4.051, -1.537, 5.473], [2.464, -2.484, 3.711], [1.752, -2.279, -6.424], [-5.922, 2.716, 1.420], [-2.534, -1.459, -4.275], [2.411, -6.694, 1.927], [-2.712, -4.649, 1.334], [-2.121, -3.371, 2.003], [-4.836, 3.955, 3.477], [0.271, -2.335, -6.706], [-5.808, 2.825, 2.967], [-0.701, -3.673, 2.645], [-3.664, 4.591, 5.514], [2.225, -0.805, -6.150], [2.446, -5.450, 2.994], [-2.808, 5.425, -6.540], [0.438, -3.630, 1.611], [3.953, -2.259, 4.128], [-2.130, 5.835, -7.845], [3.477, -3.469, 1.071], [4.565, -1.726, -0.555], [3.459, -2.006, 0.487], [-2.100, 8.087, -3.548], [6.046, -2.091, -0.292], [4.215, -8.332, 2.682], [1.427, 7.415, 1.714], [-3.563, 7.584, -3.625], [-3.647, 6.364, -4.551], [3.809, -0.052, 5.281], [2.686, -8.033, 2.538], [4.476, -1.725, 3.334], [1.459, -6.678, 1.396], [-3.114, 5.552, -4.056], [1.921, -2.829, 4.592], [4.649, -7.540, 3.293], [-2.641, -5.533, 1.967], [0.076, -1.773, -7.619], [-0.091, -3.347, -6.885], [-0.617, -2.827, 3.327], [0.323, -4.527, 1.003], [4.350, -2.276, -1.472], [3.596, -1.319, 1.322], [1.922, -0.539, -5.138], [2.349, -8.032, 3.574], [0.345, -2.703, 1.046], [1.916, -1.618, 3.341], [3.160, -6.581, 1.143], [-2.808, 6.526, -8.345], [-2.013, -1.403, -3.320], [4.573, -0.670, -0.827], [3.320, -1.947, 6.170], [-2.098, 3.177, 4.632], [-2.772, -3.207, 2.862], [4.624, 0.414, 4.728], [3.380, -5.502, 3.553], [2.523, -1.728, 0.003], [4.448, -3.700, 1.509], [4.552, -9.263, 3.138], [4.314, -3.262, 4.357], [5.031, -1.658, 5.936], [6.109, -3.179, -0.306], [-4.711, 6.144, -4.639], [6.274, -1.701, 0.699], [-3.761, -4.529, 1.062], [1.679, -5.663, 3.739], [2.284, -8.825, 1.905], [-0.721, 2.101, -1.635], [-0.657, -4.610, 3.201], [-5.035, 4.870, 2.919], [3.589, 0.434, 6.232], [-4.980, 2.426, 0.955], [-1.459, 7.214, -3.426], [6.774, -1.733, -1.021], [4.707, -8.395, 1.711], [-3.805, 3.774, 3.172], [-2.090, -2.440, 1.437], [-2.113, -4.831, 0.442], [2.933, 0.083, 4.647], [3.252, -4.151, 0.251], [0.508, 7.049, 1.256]]}